(1)
This record from OMol25 describes 3 unconnected molecules or ions with the total composition C3H9NO2. The level of theory is ωB97M-V with the def2-TZVPD basis set.

Cartesian coordinates (Å):
C: -0.78 -1.55 0.07
C: 0.39 -0.89 -0.56
N: 0.70 1.97 -1.50
H: -1.60 -0.85 0.03
H: -1.04 -2.41 -0.56
H: -0.50 -1.80 1.08
H: 1.39 -0.96 -0.16
H: 0.35 -0.71 -1.63
H: 1.42 1.65 -0.87
H: -0.13 1.84 -0.91
H: 0.53 1.34 -2.27
O: 0.64 0.42 0.88
C: -0.22 0.59 1.86
O: -0.42 -0.21 2.73
H: -0.73 1.56 1.79

Summary:
Relative energy (zero: lowest compared OMol25 entry of this formula, charge and spin), kJ/mol: 382.3
Orbital gap, eV: 8.9384
LUMO, Ha: -0.03454


(2)
This record from OMol25 describes 6 unconnected molecules or ions with the total composition C43H42Cl2INO14PS. The level of theory is ωB97M-V with the def2-TZVPD basis set.

Cartesian coordinates (Å):
C: -3.66 0.82 1.96
C: -3.14 -0.14 0.89
I: -4.57 -1.81 0.79
C: -1.78 -0.80 1.20
N: -0.57 -0.10 0.71
P: -0.63 1.54 0.46
S: -0.52 2.62 2.10
C: 0.29 -0.90 -0.21
C: 1.74 -0.33 -0.21
C: 2.22 -0.02 1.21
C: 3.63 -0.58 1.51
C: 3.52 -1.77 2.44
O: 4.88 -2.16 2.81
C: 4.94 -3.45 3.23
O: 4.51 -3.83 4.26
C: 0.53 -2.37 0.30
O: 0.46 -2.54 1.53
O: 0.86 -3.17 -0.60
C: -0.29 -0.90 -1.64
Cl: -1.75 -1.96 -1.73
C: 0.71 -1.27 -2.77
C: 0.16 -2.08 -3.93
Cl: 1.26 0.31 -3.50
H: -3.12 0.68 2.89
H: -3.54 1.86 1.65
H: -4.70 0.63 2.19
H: -3.19 0.27 -0.11
H: -1.81 -1.81 0.84
H: -1.70 -0.87 2.28
H: 0.44 1.88 -0.37
H: -1.76 1.92 -0.28
H: 1.85 0.52 -0.87
H: 2.38 -1.11 -0.60
H: 2.23 1.05 1.39
H: 1.52 -0.44 1.93
H: 4.24 0.18 2.00
H: 4.13 -0.90 0.60
H: 2.97 -1.48 3.34
H: 2.99 -2.59 1.96
H: 5.45 -4.11 2.53
H: -0.69 0.08 -1.89
H: 1.56 -1.81 -2.38
H: 0.94 -2.09 -4.69
H: -0.71 -1.62 -4.38
H: 0.00 -3.11 -3.63
C: -5.67 -1.11 -6.22
C: -5.06 -0.22 -5.45
C: -4.67 -0.54 -4.05
O: -4.12 0.28 -3.35
C: -4.99 -1.90 -3.55
C: -5.61 -2.79 -4.32
C: -6.00 -2.47 -5.72
O: -6.56 -3.28 -6.42
H: -5.96 -0.89 -7.24
H: -4.80 0.78 -5.79
H: -4.70 -2.12 -2.53
H: -5.85 -3.79 -3.98
C: -4.71 3.88 -6.09
C: -4.68 5.20 -5.93
C: -3.58 6.02 -6.50
O: -3.55 7.22 -6.35
C: -2.51 5.31 -7.25
C: -2.55 3.99 -7.40
C: -3.65 3.17 -6.84
O: -3.68 1.97 -6.99
H: -5.51 3.27 -5.68
H: -5.45 5.74 -5.39
H: -1.72 5.92 -7.65
H: -1.78 3.45 -7.94
C: 8.00 -1.94 2.59
C: 8.56 -1.70 3.77
C: 9.93 -1.15 3.87
O: 10.46 -0.93 4.95
C: 10.65 -0.86 2.60
C: 10.09 -1.10 1.42
C: 8.72 -1.65 1.32
O: 8.21 -1.87 0.24
H: 6.99 -2.33 2.50
H: 8.06 -1.90 4.71
H: 11.65 -0.46 2.70
H: 10.60 -0.90 0.49
C: 4.21 5.05 1.07
C: 4.60 5.99 1.92
C: 4.84 5.69 3.35
O: 5.19 6.56 4.13
C: 4.63 4.29 3.80
C: 4.24 3.34 2.95
C: 4.01 3.65 1.52
O: 3.66 2.78 0.74
H: 4.03 5.25 0.02
H: 4.76 7.02 1.62
H: 4.81 4.09 4.85
H: 4.08 2.32 3.26
C: -6.94 -3.34 6.65
C: -6.22 -2.29 6.26
C: -5.88 -2.08 4.82
O: -5.22 -1.12 4.48
C: -6.37 -3.08 3.84
C: -7.09 -4.13 4.24
C: -7.44 -4.34 5.67
O: -8.10 -5.29 6.03
H: -7.20 -3.51 7.68
H: -5.85 -1.55 6.95
H: -6.12 -2.92 2.80
H: -7.47 -4.87 3.55

Summary:
Orbital gap, eV: 5.3344
Total charge: -1
LUMO, Ha: -0.01730


(3)
This record from OMol25 describes 5 unconnected molecules or ions with the total composition CH10O5. The level of theory is ωB97M-V with the def2-TZVPD basis set.

Cartesian coordinates (Å):
C: -0.91 2.29 1.19
O: -1.45 1.25 1.40
H: -1.50 3.23 1.25
H: 0.15 2.44 0.92
O: 0.27 -1.18 1.36
H: -0.45 -0.59 1.66
H: 1.05 -0.72 1.71
O: -0.52 -2.10 -2.82
H: -1.36 -1.86 -3.23
H: -0.22 -2.83 -3.37
O: 3.05 -0.28 1.11
H: 2.89 -0.90 0.41
H: 3.50 -0.82 1.77
O: -0.99 0.78 -1.76
H: -0.24 0.17 -1.59
H: -1.45 0.73 -0.91

Summary:
Relative energy (zero: lowest compared OMol25 entry of this formula, charge and spin), kJ/mol: 58.6
Orbital gap, eV: 11.1241
Structure (SMILES): C=O.O.O.O.O
LUMO, Ha: 0.01885


(4)
This record from OMol25 describes a molecular structure, C4H7LiO2Ru. The level of theory is ωB97M-V with the def2-TZVPD basis set.

Cartesian coordinates (Å):
O: -1.44 -0.18 -0.73
C: -1.61 0.88 -1.55
C: -1.60 0.73 -2.89
Li: -2.81 -1.07 -1.61
Ru: -0.65 -0.36 0.90
H: -1.71 1.86 -1.08
H: -1.45 -0.24 -3.37
H: -1.77 1.59 -3.53
C: 1.94 -0.82 1.85
C: 0.98 0.04 2.33
O: 3.01 -0.33 1.27
H: 1.97 -1.91 1.96
H: 0.42 -0.28 3.21
H: 1.10 1.12 2.21
H: 3.64 -1.02 1.03

Summary:
Orbital gap (alpha / beta), eV: 10.4775 / 5.9796
Total charge: +3
⟨S²⟩: 8.770
2S+1: 6
LUMO (alpha / beta), Ha: -0.44654 / -0.62486


| no. | E (eV) |
| --- | --- |
| 1 | -8838.99320 |
| 2 | -128693.55946 |
| 3 | -11435.86967 |
| 4 | -11105.75141 |